{
  "formula": "C28H61ClN8O6",
  "method": "ωB97M-V with the def2-TZVPD basis set",
  "orbital_gap_ev": 10.441,
  "homo_ev": -18.48,
  "charge": 4,
  "energy_ha": -2451.63741,
  "symbols": ["Cl", "O", "O", "O", "O", "C", "C", "N", "C", "C", "N", "C", "C", "H", "H", "H", "H", "H", "H", "H", "H", "H", "H", "H", "C", "C", "N", "C", "C", "N", "C", "C", "H", "H", "H", "H", "H", "H", "H", "H", "H", "H", "H", "C", "C", "N", "C", "C", "N", "C", "C", "H", "H", "H", "H", "H", "H", "H", "H", "H", "H", "H", "C", "N", "C", "C", "C", "C", "O", "H", "H", "H", "H", "H", "H", "H", "H", "H", "H", "H", "H", "H", "H", "C", "N", "C", "C", "C", "C", "O", "H", "H", "H", "H", "H", "H", "H", "H", "H", "H", "H", "H", "H", "H"],
  "xyz": [[-7.78244, 17.97976, -2.49271], [-8.52948, 16.97254, -3.22467], [-8.34207, 18.04736, -1.15456], [-6.39157, 17.62843, -2.45035], [-7.95588, 19.25774, -3.15824], [-2.91652, 21.30462, -2.69620], [-3.41616, 20.29215, -1.65915], [-4.59288, 20.80164, -0.94762], [-4.66146, 21.09620, 0.39113], [-5.90047, 21.58094, 0.62074], [-6.55597, 21.60961, -0.58693], [-5.75498, 21.11409, -1.51170], [-7.96376, 21.94458, -0.78822], [-3.60791, 21.36776, -3.54168], [-1.96462, 20.95391, -3.09269], [-2.80007, 22.30932, -2.29576], [-2.61455, 20.14025, -0.94386], [-3.68387, 19.37479, -2.17730], [-3.83981, 20.94521, 1.06866], [-6.30438, 21.94849, 1.54754], [-6.02015, 20.89643, -2.53140], [-8.45321, 22.04945, 0.17343], [-8.42798, 21.14010, -1.35782], [-8.05979, 22.87028, -1.35141], [-6.77046, 17.81805, 2.26042], [-6.75728, 16.29943, 2.13725], [-8.12809, 15.79423, 1.83528], [-9.30271, 16.27957, 2.33813], [-10.29862, 15.77379, 1.57797], [-9.69885, 15.05973, 0.56613], [-8.39149, 15.10774, 0.72196], [-10.37540, 14.44348, -0.59153], [-5.74426, 18.18242, 2.28357], [-7.25232, 18.15444, 3.17650], [-7.26443, 18.24973, 1.38703], [-6.44464, 15.85743, 3.07973], [-6.13837, 16.01120, 1.29515], [-9.32081, 16.90618, 3.21139], [-11.36807, 15.70199, 1.66987], [-7.60546, 14.65063, 0.14654], [-11.43497, 14.37304, -0.36754], [-9.94496, 13.46042, -0.75554], [-10.22699, 15.08457, -1.46103], [-13.57981, 21.16036, 1.65760], [-13.43857, 19.65525, 1.47335], [-13.30618, 19.26977, 0.07070], [-14.34512, 18.89182, -0.75642], [-13.81649, 18.74083, -1.99538], [-12.49032, 19.05285, -1.92725], [-12.19803, 19.32631, -0.65404], [-11.54412, 18.99450, -3.05610], [-12.66655, 21.69292, 1.39277], [-13.84661, 21.40805, 2.68142], [-14.38230, 21.52203, 1.01067], [-14.30647, 19.14450, 1.88780], [-12.59498, 19.29649, 2.06614], [-15.34186, 18.75593, -0.37522], [-14.38757, 18.44002, -2.85762], [-11.22240, 19.61794, -0.30281], [-11.77455, 18.09921, -3.62596], [-10.51832, 18.93978, -2.69824], [-11.69703, 19.87862, -3.66897], [-6.61765, 18.14389, -6.21414], [-5.35504, 18.72876, -6.73274], [-4.69773, 19.41823, -5.59165], [-4.53443, 17.59099, -7.28156], [-5.73341, 19.71946, -7.81795], [-4.62480, 20.58186, -8.34645], [-3.69243, 19.74082, -9.01298], [-6.46083, 17.38318, -5.44976], [-7.14271, 17.67501, -7.04514], [-7.26013, 18.88369, -5.73794], [-4.55899, 18.67976, -4.80477], [-5.34376, 20.22655, -5.26184], [-3.73560, 19.80245, -5.91842], [-3.57839, 17.98651, -7.60568], [-5.09946, 17.17756, -8.10883], [-4.38435, 16.87331, -6.47923], [-6.47987, 20.35523, -7.33109], [-6.28072, 19.19678, -8.60031], [-4.11249, 21.17779, -7.58542], [-5.07022, 21.30200, -9.03993], [-3.08302, 20.26418, -9.54555], [-11.27738, 13.41666, -4.25380], [-11.33545, 12.50404, -5.43044], [-12.73462, 12.05333, -5.66338], [-10.85349, 13.27916, -6.63293], [-10.38465, 11.28819, -5.33027], [-10.87694, 10.16919, -4.41378], [-11.26291, 10.62458, -3.11882], [-10.26013, 13.76273, -4.10239], [-11.71507, 12.86966, -3.42342], [-11.96615, 14.23975, -4.44349], [-13.07278, 11.49550, -4.79814], [-12.76370, 11.39715, -6.53346], [-13.33722, 12.92654, -5.90156], [-11.00877, 12.68164, -7.52545], [-9.83158, 13.58817, -6.44649], [-11.50611, 14.14926, -6.70832], [-9.45218, 11.71971, -4.97201], [-10.37349, 10.90839, -6.34837], [-10.06775, 9.45251, -4.27017], [-11.74057, 9.69463, -4.86668], [-10.48211, 10.86293, -2.60963]],
  "mulliken_charge": [1.5909, -0.5897, -0.4991, -0.7056, -0.6391, -1.0634, -0.2870, 0.2687, -0.4518, -0.4264, 0.2665, -0.4915, -0.7011, 0.1978, 0.4030, 0.3746, 0.3699, 0.1329, 0.5285, 0.5021, 0.5141, 0.3569, 0.1496, 0.3382, -0.9957, -0.3885, 0.2035, -0.6681, -0.2674, 0.2524, -0.2307, -1.0363, 0.3768, 0.4112, 0.1607, 0.2846, 0.3757, 0.4577, 0.5343, 0.4370, 0.3067, 0.4243, 0.3535, -1.0830, -0.5317, 0.2005, -0.4199, -0.4088, 0.2481, -0.3733, -0.6414, 0.3076, 0.3997, 0.3371, 0.3814, 0.2666, 0.4701, 0.4581, 0.6334, 0.3281, 0.0336, 0.3293, -1.2178, 0.2558, -1.4970, -0.8334, -0.4586, -0.5997, -0.5067, 0.4296, 0.4416, 0.3698, 0.6233, 0.4663, 0.4550, 0.3765, 0.3671, 0.3527, 0.3851, 0.4730, 0.3028, 0.4176, 0.3306, -1.2583, -0.0426, -0.9208, -0.9381, -0.3323, -0.7980, -0.4760, 0.4887, 0.4795, 0.4666, 0.4107, 0.3900, 0.3910, 0.4471, 0.3950, 0.3964, 0.3753, 0.3961, 0.4075, 0.4215, 0.3006]
}